Below is a molecular structure, C36H53AsFIrN7S2Si3, with properties calculated with wB97M-V/def2-TZVPD.

ORCA input file:
```
! wB97M-V def2-TZVPD RIJCOSX def2/J DEFGRID3
* xyz 2 2
Ir 0.1802 -0.0971 0.4925
C -1.8154 -0.9301 5.8194
C -1.8288 -2.0690 4.8123
N -0.5531 -2.2636 4.1259
C -0.1395 -1.6232 3.0351
S -1.1615 -0.3688 2.3663
N 1.0461 -1.9924 2.5574
N 1.4005 -1.4047 1.3936
C 2.4498 -1.8260 0.7599
C 3.3413 -2.8923 1.2985
C 2.5937 -1.2739 -0.5917
C 3.5493 -1.7149 -1.4945
C 3.5830 -1.1745 -2.7699
C 2.6661 -0.1945 -3.1133
C 1.7259 0.1894 -2.1738
N 1.6813 -0.3388 -0.9492
H -2.7878 -0.8608 6.3065
H -1.6125 0.0209 5.3274
H -1.0603 -1.0935 6.5886
H -2.5971 -1.9063 4.0556
H -2.0613 -3.0125 5.3037
H 0.1020 -2.9316 4.5052
H 3.3118 -2.8833 2.3845
H 4.3687 -2.7595 0.9631
H 3.0111 -3.8824 0.9705
H 4.2603 -2.4726 -1.1998
H 4.3226 -1.5113 -3.4835
H 2.6575 0.2577 -4.0946
H 0.9682 0.9296 -2.3943
N -2.6132 -2.2413 -1.6935
C -1.8447 -3.3828 -1.5201
C -2.0237 -4.6838 -1.9758
C -1.0725 -5.6046 -1.5949
C 0.0084 -5.2423 -0.7749
C 0.1778 -3.9506 -0.3249
C -0.7621 -3.0007 -0.7227
N -0.8890 -1.6372 -0.4478
C -2.0049 -1.2438 -1.0322
C -2.4063 0.1372 -0.9023
C -3.5971 0.7369 -1.1546
S -3.5332 2.3643 -0.6558
C -1.9419 2.1489 -0.1269
N -1.4558 0.9532 -0.3122
H -3.4644 -2.1722 -2.2261
H -2.8687 -4.9618 -2.5907
H -1.1666 -6.6309 -1.9212
H 0.7189 -6.0026 -0.4806
H 0.9907 -3.6972 0.3354
H -4.4923 0.3043 -1.5704
H -1.3947 2.9381 0.3539
F -4.8132 5.8326 -5.2897
C -3.8971 4.9149 -4.9752
C -2.5859 5.3206 -4.7638
C -1.6426 4.3704 -4.4456
C -1.9896 3.0007 -4.3179
C -1.0274 2.0288 -4.0182
C -3.3431 2.6443 -4.5440
C -4.2881 3.5854 -4.8812
H -2.3310 6.3659 -4.8722
H -0.6095 4.6651 -4.3087
H 0.0166 2.2992 -3.9279
H -1.2913 0.9788 -3.9930
H -3.6218 1.5987 -4.4819
H -5.3175 3.3205 -5.0811
C -1.0799 3.2137 3.2997
Si 0.6579 2.5993 3.6128
C 1.6429 3.9678 4.4144
C 0.8225 1.2111 4.8513
As 1.4622 1.9555 1.4355
Si 1.6185 4.0608 0.1918
C 2.9602 3.8228 -1.0869
C 1.9961 5.4932 1.3196
C 0.0840 4.6004 -0.7332
Si 3.8474 1.6814 1.7807
C 4.0806 0.3148 3.0314
C 4.7808 1.3252 0.1985
C 4.5974 3.2495 2.4541
H -1.5871 3.3778 4.2543
H -1.6892 2.5211 2.7210
H -1.0477 4.1789 2.7857
H 1.1010 4.2039 5.3374
H 1.7417 4.8940 3.8590
H 2.6304 3.6243 4.7194
H 0.1948 1.4632 5.7112
H 1.8516 1.1934 5.2149
H 0.5591 0.2107 4.5257
H 3.9610 3.9029 -0.6633
H 2.8581 4.6229 -1.8249
H 2.8899 2.8675 -1.6108
H 2.8378 5.3857 1.9965
H 1.1173 5.7820 1.8980
H 2.2212 6.3281 0.6466
H -0.2606 3.8684 -1.4629
H 0.3555 5.4997 -1.2934
H -0.7330 4.8847 -0.0666
H 4.1340 -0.6666 2.5657
H 3.2975 0.2857 3.7876
H 5.0331 0.4786 3.5435
H 4.2297 0.7927 -0.5700
H 5.6528 0.7208 0.4669
H 5.1539 2.2489 -0.2426
H 4.2946 3.4964 3.4691
H 4.4454 4.1199 1.8188
H 5.6763 3.0607 2.4714
*
```

Calculated values
HOMO-LUMO gap (alpha / beta)	5.901 / 7.381	eV
ΔE to the lowest compared entry with this formula, charge and spin	0.0	kcal/mol
highest occupied orbital energy (alpha / beta)	-11.48 / -12.96	eV